{"formula": "C3H37O17", "method": "the ωB97M-V functional and the def2-TZVPD basis", "total_charge": -1, "e_homo_ev": -6.6, "total_energy_ha": -1415.6504, "orbital_gap_ev": 9.187, "symbols": ["O", "H", "H", "C", "H", "O", "H", "O", "H", "H", "O", "O", "O", "O", "H", "H", "H", "O", "H", "C", "H", "C", "H", "H", "H", "H", "H", "H", "H", "O", "H", "H", "H", "O", "H", "H", "H", "H", "H", "O", "O", "H", "O", "H", "O", "H", "O", "O", "O", "H", "H", "H", "H", "H", "H", "H", "H"], "coordinates": [[-0.89144, -2.16556, -1.47524], [-0.62493, -0.27393, 2.07911], [-4.32744, 1.13438, -1.20443], [-1.83457, 0.50541, 0.46000], [-3.07785, 0.40356, -3.09928], [-2.23915, 0.19165, -3.55145], [-1.63248, -2.00916, 1.60580], [1.05730, -3.68869, -0.32146], [0.01160, -0.71457, -4.34919], [-1.75216, 0.53537, 3.27980], [-2.11031, 1.28950, 3.76261], [3.19107, -0.80394, 1.82584], [-0.57859, 2.06583, -2.55917], [0.52564, -2.49659, 2.28066], [1.97158, 3.28139, 0.35536], [-0.36252, -1.08851, -2.86500], [-2.76237, -2.29608, 0.57749], [1.86036, 1.21072, -2.37534], [4.13420, -0.75340, -1.46023], [0.40758, -0.40208, 0.06400], [0.77829, -3.24956, 0.50063], [-0.47172, 0.27748, 1.13234], [-2.60701, 0.78669, 1.19051], [-0.79013, 3.09381, 1.15978], [2.39401, -0.73847, 3.30107], [1.94650, 1.61473, 0.44308], [-1.25153, -3.04512, -1.64978], [0.70275, -1.48469, 0.23927], [-1.57170, 0.84548, -3.25961], [-0.46789, 3.61086, 1.91626], [-1.68505, 2.09887, 3.45454], [1.88856, -3.24705, -0.56225], [2.68129, -0.86638, -1.00705], [3.40082, -1.37209, -1.43497], [1.41393, 0.39051, 3.85124], [0.43526, 3.21336, 1.94328], [0.34142, 1.79082, -2.24222], [-0.03803, -2.55455, -1.11242], [1.79081, 0.38774, -2.88008], [1.68320, 0.17657, 0.13785], [0.36120, -1.05428, -3.52747], [0.07619, -0.17366, -0.97566], [-2.46503, -2.48063, 1.46871], [2.71390, -0.15607, 1.09480], [-1.88318, 1.68846, -0.31921], [0.96818, -1.68193, 2.61632], [-4.14366, 1.49640, -2.08259], [1.61999, -0.54430, 3.89894], [1.89824, 2.55307, 0.97677], [4.10586, -0.51859, 1.90165], [1.73674, 0.94577, -1.42664], [-0.01669, 1.23875, 1.43425], [-0.49040, 2.77396, -3.19821], [0.80366, -3.26099, 2.78482], [-1.12153, 1.71453, -0.92218], [-3.51105, 2.18168, -1.83937], [-2.19173, -0.37651, -0.03630]], "forces_ev_per_a": [[0.5265, -1.6636, 0.6154], [0.3770, -0.2142, -0.6272], [-0.0594, -0.1419, -0.2295], [-1.0176, 1.5545, 2.1341], [0.6359, 0.1982, -0.1093], [-0.0851, -0.3157, -0.3371], [0.0088, -0.2884, -0.2259], [0.2465, 0.1546, -0.2061], [-0.4945, 0.1066, -0.0052], [0.0517, 0.4720, 0.0302], [-0.3199, -0.0787, 0.4443], [0.1991, 0.9978, -0.6939], [0.4098, 0.0569, 0.4968], [-0.3154, 0.1793, -0.6034], [0.0884, -0.0473, -0.1409], [0.0975, -0.2609, -0.6988], [0.2697, 0.1452, -0.1978], [0.0283, 0.4604, 0.5390], [0.0080, 0.0202, 0.0113], [2.2173, 0.0322, 0.9875], [0.2214, -0.2032, 0.3906], [-1.1504, -0.4099, -0.7362], [0.1996, -0.6917, 0.3325], [-0.5496, 0.3496, 0.0158], [-0.3302, 0.8549, 0.0087], [-0.7146, 1.3410, 1.1525], [-0.7403, 0.2497, -0.4911], [-1.6784, 1.3976, -0.3222], [-0.5883, -0.2178, 0.1131], [0.4765, -0.7597, -0.0743], [0.2311, -0.1762, -0.3629], [-0.0162, -0.1709, 0.0848], [0.1774, 0.1433, 0.2905], [-0.1177, -0.3136, -0.2005], [0.2152, 0.1337, -0.2388], [-0.2620, 0.5413, 0.0842], [-0.3206, 0.3648, -1.4257], [-0.6680, 0.8506, -0.3697], [-0.2894, -0.2562, 0.0071], [1.6842, 1.3953, -1.0697], [0.6776, 0.0874, 0.2881], [-0.5316, -0.6570, 0.8181], [-0.2121, -0.1924, 0.4924], [-0.0865, -1.7162, 1.0644], [0.8310, 0.0432, -0.3382], [-0.1967, -0.7284, 0.3319], [-0.6025, 0.1585, 0.5131], [0.1053, -0.6956, 0.2566], [0.4506, -1.1240, -0.6914], [0.0423, -0.0703, -0.0164], [0.7259, -0.4068, -0.0900], [-0.2438, -0.5856, -0.3745], [0.3281, 0.1151, 0.0404], [0.2035, 0.1821, 0.3794], [-0.6062, 0.1582, -0.1551], [0.3465, 0.0012, -0.1177], [0.1165, -0.3594, -0.7734]], "lowdin_charge": [-0.10, 0.08, 0.05, -0.26, 0.00, -0.10, -0.01, -0.06, 0.03, 0.00, -0.06, -0.14, -0.09, -0.06, 0.03, 0.00, 0.02, -0.07, 0.03, -0.26, 0.01, -0.13, 0.12, 0.00, 0.01, 0.04, 0.07, 0.09, -0.02, -0.09, 0.02, 0.06, -0.01, -0.07, 0.04, 0.00, 0.03, 0.03, 0.03, -0.38, -0.08, 0.10, -0.05, 0.05, -0.09, 0.02, -0.06, -0.09, -0.14, 0.04, 0.01, 0.09, 0.08, 0.07, 0.04, 0.04, 0.09]}

---

{"formula": "C3H38NO14S", "method": "the ωB97M-V functional and the def2-TZVPD basis", "relative_energy_kj_mol": 55.40, "total_charge": 1, "e_homo_ev": -11.5, "total_energy_ha": -1643.1809, "orbital_gap_ev": 9.042, "symbols": ["H", "O", "O", "H", "H", "H", "O", "O", "S", "H", "H", "H", "O", "O", "H", "H", "H", "H", "O", "H", "H", "H", "O", "H", "C", "O", "O", "O", "H", "H", "H", "H", "C", "O", "H", "H", "O", "H", "H", "H", "H", "H", "C", "H", "N", "H", "O", "H", "H", "H", "H", "H", "H", "H", "H", "H", "H"], "coordinates": [[-1.69562, 0.16513, -4.50905], [-0.31552, 4.11943, 2.04636], [-1.89705, -0.50816, -3.85464], [0.43778, 0.11647, 0.77147], [-2.34998, -1.22361, -0.39171], [1.09745, 0.82005, -1.69031], [1.38281, 3.98264, -0.22359], [1.62481, 1.94764, 2.58241], [1.39623, -1.92623, 0.28169], [-1.23536, 4.36728, 2.01815], [1.66712, -2.06523, 1.58715], [-0.23963, 1.03514, -2.72568], [-2.22866, -4.04462, 1.59757], [3.19511, 1.97156, 0.38649], [-0.04602, 1.80047, -1.07787], [-3.54102, -3.29291, -1.79258], [-2.18830, -0.56944, -2.03084], [-2.62754, 2.03359, 1.16366], [-2.80865, -0.90298, 2.26918], [-0.95669, -1.11005, 0.73528], [-2.35276, 0.38897, -0.70700], [1.81166, 2.88061, 2.69926], [-3.61830, -2.98028, -0.88578], [-3.59237, -3.78019, -0.34774], [0.01311, -0.78929, 0.33774], [3.78815, 1.90956, -2.40886], [3.07688, -2.46240, -2.19164], [0.09570, -0.93397, 3.61960], [-1.44945, 2.01455, 3.86537], [1.90270, 3.16846, -0.34305], [0.17439, 4.25445, 1.23144], [3.69807, -3.13003, -1.91169], [-0.44736, -0.43246, -1.08155], [-1.99273, 2.10225, 0.45385], [-1.14073, 2.27542, 0.85842], [2.08682, 1.57299, 1.81413], [-1.11220, 1.71429, 3.02516], [-0.60394, -0.41281, 3.19977], [-1.26488, -1.23051, -4.04114], [1.08995, -2.58720, -3.72375], [3.28603, 1.57983, -0.49519], [-0.09455, -2.84115, -4.48781], [-0.00960, 0.89019, -1.67675], [-0.32319, 2.17798, 2.73723], [-1.97683, -0.51253, -1.01916], [3.46638, -1.64710, -1.86157], [0.16109, -2.29599, -3.73253], [-1.36901, -4.06864, 1.98945], [3.90373, 1.23934, -3.08519], [-3.13098, -1.23170, 3.09578], [4.67491, 2.16140, -2.14374], [1.35791, 4.38845, -1.09679], [-0.19504, -1.11403, -1.88964], [-2.67523, -3.40937, 2.16723], [3.81110, 2.68585, 0.54809], [-3.53428, -0.40646, 1.87970], [0.57751, -0.27540, 4.12997]], "forces_ev_per_a": [[-0.1483, 0.1435, -0.0491], [0.6393, -0.3995, 0.9483], [0.0544, -0.4771, -0.1293], [-0.7697, 0.0128, 0.5146], [-0.1398, -0.7014, -0.6715], [-0.1626, -0.4269, -0.2184], [-0.0042, -0.1298, -0.3745], [-0.5317, -0.7652, 0.3542], [0.0645, -0.7833, -0.2096], [-0.1385, 0.3391, -0.5741], [-0.3060, 0.3248, 0.1524], [-0.5684, 0.0767, 0.1151], [-0.8694, 0.2386, -0.1344], [-0.6305, -0.6291, -0.0096], [-1.0958, -0.0750, 0.0029], [-0.0925, -0.0219, -0.0130], [-0.8419, -0.5017, 0.2784], [0.2013, 0.0960, 0.6234], [0.3391, 0.1564, -0.9926], [1.2387, -0.3061, 1.3288], [0.3246, 0.2419, 0.2947], [0.3005, 0.0770, -0.3954], [0.0316, 0.1312, -0.1113], [0.2140, 0.0413, 0.1820], [0.0139, 0.9390, -0.8067], [-0.2977, -0.0837, 0.3164], [-0.0420, 0.3552, -0.5246], [-0.1222, -0.1700, -0.1178], [0.3950, 0.4525, 0.2407], [-0.0795, 0.2064, 0.3726], [-0.2886, 0.3645, -0.6119], [0.2256, -0.5011, 0.0719], [-0.7053, 0.3131, -0.2951], [-0.4820, -0.2846, -1.3604], [-0.0328, 0.0990, 0.4580], [0.1813, 0.7805, 0.3214], [-1.1604, -1.2984, -0.2570], [0.0680, 0.1518, 0.0374], [-0.1358, 0.5267, 0.2374], [0.1471, 0.5995, 0.8408], [0.5697, 0.3644, -0.0408], [-0.6328, -0.0440, -0.0749], [2.3678, 0.3888, 0.6104], [0.5246, 0.4950, 0.6142], [0.5745, 1.5015, -1.1844], [-0.1513, 0.0509, 0.0851], [0.7297, -0.9495, -0.8629], [1.0946, -0.2655, 0.1933], [0.0488, -0.0877, -0.2140], [-0.3414, -0.1870, 0.8724], [0.2921, 0.1077, -0.1327], [-0.0907, 0.1378, 0.0791], [0.1181, -0.7304, 0.5918], [-0.2139, 0.0578, -0.1768], [0.3689, 0.0339, -0.3188], [-0.1267, -0.0137, 0.1792], [0.0748, 0.0273, -0.0553]], "lowdin_charge": [0.07, -0.05, -0.05, 0.06, 0.11, 0.08, -0.05, -0.06, 0.80, 0.05, -0.13, 0.08, -0.04, -0.06, 0.06, 0.05, 0.11, 0.04, -0.03, 0.06, 0.13, 0.05, -0.05, 0.03, -0.51, -0.04, -0.10, -0.08, 0.06, 0.00, 0.00, 0.04, -0.38, -0.05, 0.00, 0.01, -0.07, -0.02, 0.02, 0.06, 0.03, 0.07, -0.04, -0.02, 0.20, 0.01, -0.06, 0.03, 0.06, 0.05, 0.06, 0.07, 0.10, 0.02, 0.08, 0.06, 0.03]}

---

{"formula": "C3H3AlO2", "method": "the ωB97M-V functional and the def2-TZVPD basis", "relative_energy_kj_mol": 0.00, "total_charge": 3, "s_squared": 0.753, "e_homo_ev": [-25.6, -30.2], "total_energy_ha": -507.4539, "multiplicity": 2, "orbital_gap_ev": [7.225, 11.608], "symbols": ["Al", "C", "O", "H", "H", "H", "C", "C", "O"], "coordinates": [[-0.09220, -2.22684, -1.98959], [-0.13509, 1.03220, 0.17744], [-0.82055, 0.18752, -0.92546], [1.23831, 0.00058, 1.78589], [-0.96869, 1.51448, 0.70679], [0.51659, 1.77903, -0.29784], [-0.56934, -1.04654, -0.74027], [0.55204, -0.02345, 0.94615], [0.27893, -1.21699, 0.33688]], "forces_ev_per_a": [[1.0013, -4.8675, -5.0176], [-0.4582, -1.7007, -0.1204], [0.6128, -0.8897, 1.0148], [0.2559, -0.0994, 0.6323], [-0.2046, 0.4722, 0.3793], [0.1537, 0.3463, -0.2000], [-0.4114, 6.2778, 4.0647], [-1.4642, -1.2676, -2.6198], [0.5146, 1.7287, 1.8668]], "lowdin_charge": [1.64, 0.18, 0.19, 0.23, 0.23, 0.23, -0.22, 0.36, 0.15]}

---

{"formula": "C3H3AlO3", "method": "the ωB97M-V functional and the def2-TZVPD basis", "relative_energy_kj_mol": 434.70, "total_charge": 1, "s_squared": 0.760, "e_homo_ev": [-13.5, -13.5], "total_energy_ha": -583.8008, "multiplicity": 2, "orbital_gap_ev": [9.301, 6.615], "symbols": ["C", "Al", "O", "O", "O", "H", "C", "H", "H", "C"], "coordinates": [[0.66148, 0.91048, -0.45425], [-1.54217, 1.86309, -1.04955], [1.74627, 0.45989, -0.23746], [-0.51963, 0.29040, -0.29286], [0.35320, 2.13552, -0.87160], [-1.00641, -1.89511, 1.86952], [-0.63815, -2.50452, 1.03753], [-0.47283, -0.65621, 0.11333], [1.15755, 2.75594, -1.10747], [0.26069, -3.35948, 0.99282]], "forces_ev_per_a": [[4.0899, -2.9191, 1.5704], [-2.9344, 0.7899, -0.6717], [-1.6539, 0.8969, -0.4910], [-0.1925, -1.1706, 0.5433], [2.3801, 2.8242, -0.9996], [-0.2750, -0.2309, -0.5250], [0.4852, 0.2602, 1.1153], [0.1819, 0.9266, -0.6180], [-1.7796, -1.6431, 0.6320], [-0.3017, 0.2659, -0.5557]], "lowdin_charge": [-0.65, 0.87, 0.24, -0.03, -0.01, 0.06, -0.08, 0.13, 0.27, 0.20]}

---

{"formula": "C3H3BeLiO2", "method": "the ωB97M-V functional and the def2-TZVPD basis", "relative_energy_kj_mol": 124.06, "total_charge": 2, "e_homo_ev": [-18.4, -18.4], "total_energy_ha": -288.0939, "orbital_gap_ev": [6.667, 6.668], "symbols": ["O", "H", "C", "C", "H", "O", "Be", "H", "Li", "C"], "coordinates": [[1.61367, 0.82523, -0.06507], [-0.35469, 0.16280, -1.44166], [2.01791, 1.06172, -1.09466], [-1.09064, 0.25930, -0.64157], [-2.02787, -0.15414, -1.00396], [-0.44720, -1.54473, 0.98131], [0.81282, 0.49872, 1.24990], [-1.09940, 1.32752, -0.42380], [1.20615, -1.99576, 1.84795], [-0.63073, -0.44065, 0.59156]], "forces_ev_per_a": [[0.5155, 0.1867, 1.8728], [-0.0270, -0.6114, 0.0056], [1.1427, 0.6587, -2.4107], [-0.6961, -0.3183, 0.1903], [-0.3370, 0.1993, -0.1251], [-1.3270, -3.3772, -0.3957], [-1.1480, 1.9091, -0.3100], [-0.7127, 0.0011, -0.0277], [-0.4795, -1.2839, 0.3445], [3.0691, 2.6359, 0.8560]], "lowdin_charge": [0.05, 0.09, 0.35, 0.00, 0.13, -0.02, 0.75, 0.11, 0.86, -0.33]}